Molecular formula: C5H15NO2
Method: DFT, the ωB97M-V functional and the def2-TZVPD basis

Calculated values
Spin multiplicity: 1
SMILES: C[C@H](N)CCCO.O
Relative energy (zero: lowest compared OMol25 entry of this formula, charge and spin) (kJ/mol): 263.4
Charge: 0

Last column: Löwdin charge in e.
Geometry (Å):
O: 0.0518 -1.5461 -1.5470  -0.096
O: -2.4022 0.5508 -5.2926  -0.092
N: 0.0835 -1.0953 2.5605  -0.001
C: 0.3135 0.3177 2.1414  -0.500
C: 0.8101 0.5399 -0.4164  -0.213
C: 0.7707 1.0380 3.3937  -0.117
C: -0.3787 -0.3447 -0.9032  -0.250
C: 1.1900 0.4887 0.9853  -0.238
H: 0.8894 2.2494 3.2907  0.121
H: 1.5453 0.4121 -1.2264  0.119
H: 0.1203 0.9797 4.3089  0.068
H: 0.2327 -2.2388 -0.8691  0.097
H: -0.8810 0.1635 -1.6891  0.093
H: 1.7552 0.4983 3.7455  0.106
H: 0.4448 1.5507 -0.8312  0.127
H: -0.7806 0.6397 1.8354  0.165
H: -0.7183 -1.2584 3.1989  0.081
H: 1.8785 1.2801 1.1986  0.111
H: -1.0091 -0.5667 0.0465  0.127
H: 1.8272 -0.3643 0.8766  0.118
H: 0.9423 -1.5243 2.9750  0.082
H: -1.5375 0.1843 -5.6097  0.059
H: -2.7241 1.3870 -5.6617  0.033

***

Molecular formula: C4H8O3
Method: DFT, the ωB97M-V functional and the def2-TZVPD basis

Calculated values
Spin multiplicity: 1
SMILES: O=C(CO)CCO
Relative energy (zero: lowest compared OMol25 entry of this formula, charge and spin) (kJ/mol): 140.0
Charge: 0

Last column: Löwdin charge in e.
Geometry (Å):
O: -0.9787 1.4097 0.2541  0.097
O: -2.2886 -0.2790 1.9911  -0.036
O: 0.5380 -1.3828 -1.3060  -0.058
C: -0.9738 -0.5762 1.6284  -0.210
C: -0.3456 0.4775 0.7100  -0.365
C: 1.2216 -0.1537 -1.1406  -0.260
C: 1.1025 0.2346 0.3271  -0.109
H: 0.7781 0.6413 -1.7563  0.123
H: 1.5315 -0.5591 0.9477  0.122
H: 2.2845 -0.2481 -1.4105  0.119
H: -2.5114 0.1974 1.1753  0.082
H: -0.9182 -1.5169 1.0475  0.136
H: 0.4800 -1.5754 -2.2494  0.094
H: -0.3726 -0.6729 2.5313  0.131
H: 1.6612 1.1598 0.5013  0.132

***

Molecular formula: C4H7Cl9
Method: DFT, the ωB97M-V functional and the def2-TZVPD basis

Calculated values
Spin multiplicity: 1
SMILES: ClC(Cl)Cl.ClCCl.ClCCl.ClCCl
Relative energy (zero: lowest compared OMol25 entry of this formula, charge and spin) (kJ/mol): 21.8
Charge: 0

Last column: Löwdin charge in e.
Geometry (Å):
Cl: 0.2887 4.4823 -0.5497  0.520
Cl: 2.8789 -2.3214 -4.1448  0.505
Cl: -0.8720 5.0223 2.0559  0.516
Cl: -0.4741 -3.0788 2.7115  0.512
Cl: 0.9837 0.2353 -1.2046  0.550
Cl: 0.8749 0.4786 1.7046  0.524
Cl: -2.4371 -0.8866 2.5454  0.529
Cl: 1.9324 4.2408 1.8241  0.521
Cl: 0.3669 -1.8787 -5.5608  0.493
C: 1.3846 -1.3870 -4.1906  -1.071
C: -2.1697 -2.5889 2.9277  -0.986
C: 0.1622 -0.2922 0.2807  -1.017
C: 0.3124 4.0556 1.1586  -1.574
H: -2.7430 -3.1853 2.2320  0.023
H: 0.0220 3.0203 1.2691  -0.053
H: 1.6502 -0.3444 -4.3322  0.017
H: -2.4068 -2.7220 3.9739  0.023
H: 0.8307 -1.4663 -3.2644  -0.033
H: -0.8799 -0.0218 0.1767  0.004
H: 0.2949 -1.3616 0.3868  -0.002

***

Molecular formula: C2H4OSSi
Method: DFT, the ωB97M-V functional and the def2-TZVPD basis

Calculated values
Spin multiplicity: 1
SMILES: C1=CSO[SiH2]1
Relative energy (zero: lowest compared OMol25 entry of this formula, charge and spin) (kJ/mol): 161.4
Charge: 0

Last column: Löwdin charge in e.
Geometry (Å):
S: 2.2803 1.5210 -0.0757  0.901
Si: 0.6937 -1.0287 -0.0694  0.413
O: 2.2064 -0.5282 -0.1220  -0.524
C: 0.4955 1.6694 -0.0022  -0.538
C: -0.2598 0.5707 0.0555  -0.273
H: 0.0262 2.5727 -0.2426  0.048
H: 0.2028 -1.5291 1.2060  -0.038
H: -1.2671 0.8673 0.2837  0.057
H: 0.4091 -1.9221 -1.1348  -0.045

***

Molecular formula: C3H2N2O
Method: DFT, the ωB97M-V functional and the def2-TZVPD basis

Calculated values
Spin multiplicity: 1
SMILES: O=C1N=CC=N1
Relative energy (zero: lowest compared OMol25 entry of this formula, charge and spin) (kJ/mol): 150.7
Charge: 0

Last column: Löwdin charge in e.
Geometry (Å):
O: 0.7386 -1.0547 2.0335  0.198
N: -0.5068 0.5972 1.0181  0.125
N: 0.6270 -1.0995 -0.1505  0.149
C: -0.5365 0.9302 -0.3051  0.070
C: 0.3580 -0.3966 1.1721  -0.587
C: 0.1582 -0.3233 -0.9705  -0.143
H: 0.2127 -0.4409 -1.9573  0.058
H: -1.0513 1.7877 -0.8402  0.129

***

Molecular formula: C20H23F3N4O3
Method: DFT, the ωB97M-V functional and the def2-TZVPD basis

Calculated values
Spin multiplicity: 1
SMILES: COc1ccc(C(=O)Nc2ccnn2C2CCN(C(=O)CCC(F)(F)F)CC2)cc1
Relative energy (zero: lowest compared OMol25 entry of this formula, charge and spin) (kJ/mol): 0.0
Charge: 0

Last column: Löwdin charge in e.
Geometry (Å):
F: -5.1672 -0.5465 -2.0544  0.134
F: -6.0679 0.4218 -0.3615  0.131
F: -5.4438 1.5859 -2.0582  0.134
O: -1.3982 0.8116 0.6850  0.027
O: 5.0834 4.2042 0.2609  -0.077
O: 2.5051 -1.1793 -1.7979  0.084
N: -1.5333 -1.2039 1.6633  -0.058
N: 0.6395 -0.2561 -0.9249  0.139
N: -1.4095 -3.1501 -1.2082  0.088
N: -0.4828 -2.4075 -0.6001  -0.035
C: 1.9656 -0.2406 -1.2449  -0.445
C: 2.8578 3.2763 -0.1021  -0.011
C: 4.8608 1.9910 -0.4497  0.010
C: -2.0123 -0.2317 0.8652  -0.441
C: -3.3689 -0.4646 0.2176  -0.078
C: 4.5323 5.4482 0.6224  -0.086
C: 4.0984 0.9088 -0.8179  -0.006
C: 0.8093 -1.9457 1.5131  -0.089
C: -1.0324 -3.5999 1.4377  -0.110
C: -3.7315 0.7330 -0.6589  -0.065
C: 2.0973 2.1797 -0.4677  -0.013
C: 2.7036 0.9806 -0.8256  -0.138
C: -1.0469 -1.3132 -2.4258  0.007
C: 4.2474 3.1932 -0.0848  -0.271
C: -2.0781 -2.5338 1.8284  -0.123
C: -1.7574 -2.5090 -2.3059  -0.140
C: -0.2298 -1.2783 -1.3128  -0.243
C: -0.2143 -1.0586 2.2483  -0.104
C: 0.0935 -2.9578 0.6166  -0.229
C: -5.0966 0.5490 -1.2821  -0.638
H: 0.8094 -3.7323 0.3122  0.157
H: -3.7413 1.6515 -0.0698  0.139
H: -2.5025 -2.9179 -2.9587  0.104
H: 3.9565 5.8863 -0.1989  0.097
H: -3.0019 0.8460 -1.4626  0.131
H: -0.2859 -1.3483 3.3006  0.128
H: -4.1252 -0.6024 0.9939  0.137
H: -3.3315 -1.3631 -0.4034  0.107
H: 5.9379 1.9412 -0.4382  0.120
H: -2.9657 -2.6513 1.2134  0.110
H: 5.3813 6.0911 0.8489  0.094
H: 4.5622 -0.0208 -1.1112  0.120
H: 1.0230 2.2928 -0.4821  0.112
H: 1.3910 -2.5119 2.2416  0.121
H: 0.2148 0.5076 -0.4093  0.097
H: -1.1006 -0.5820 -3.2052  0.107
H: 0.0630 -0.0055 2.1948  0.122
H: -0.5889 -4.0515 2.3248  0.117
H: 1.5107 -1.3505 0.9360  0.096
H: -1.5088 -4.3802 0.8482  0.103
H: 2.3541 4.1924 0.1635  0.104
H: -2.3710 -2.6619 2.8773  0.127
H: 3.8963 5.3638 1.5094  0.096

***

Molecular formula: C21H40Cl3N2O4PbSi
Method: DFT, the ωB97M-V functional and the def2-TZVPD basis

Calculated values
Spin multiplicity: 1
Charge: -1

Last column: Löwdin charge in e.
Geometry (Å):
Pb: 0.4267 -1.7834 0.9757  1.048
Cl: 1.6078 -3.8276 -0.6349  0.246
Cl: 2.8278 -0.9265 1.3770  -0.176
Cl: -1.1347 -2.8319 -2.1368  -0.013
Si: 0.7398 -5.0993 0.8912  0.152
O: 0.0278 1.0728 2.3982  -0.083
O: -0.0291 -0.9089 4.1871  -0.190
O: -2.3955 -1.0492 0.7730  -0.114
O: 0.1622 -0.1383 -0.6988  -0.388
N: -3.0136 -0.0546 -1.1838  -0.184
N: 0.5621 3.2977 2.3915  -0.168
C: -1.0800 -0.4004 4.9858  -0.178
C: 0.8737 1.9905 2.3541  -0.277
C: -3.4234 -1.2897 -1.7561  -0.185
C: -0.8154 3.7451 2.5797  -0.031
C: -1.1008 -4.8250 0.8592  -0.249
C: 0.4247 0.5559 -5.1594  -0.118
C: 1.1790 -6.8753 0.4580  -0.211
C: 2.1117 2.8991 -1.1742  -0.035
C: -0.2680 2.7518 -0.8538  -0.047
C: 0.7851 4.9160 -1.0268  -0.127
C: 0.5511 0.9830 -3.7380  -0.127
C: -0.3638 4.1408 -0.8644  -0.107
C: 1.5999 4.3186 2.4562  -0.049
C: 1.8574 -1.0324 -3.0980  -0.069
C: 1.1007 0.6304 -1.3198  -0.462
C: 1.5517 -4.5604 2.4885  -0.236
C: 1.1787 0.2595 -2.7959  -0.231
C: -3.0381 1.1422 -2.0109  -0.058
C: 2.0393 4.2927 -1.1690  -0.098
C: -2.5238 -0.0393 0.0800  -0.368
C: 0.9474 2.1395 -1.0934  -0.175
H: -2.0810 1.2850 -2.5346  0.077
H: 2.1006 0.3827 -0.8985  0.075
H: -1.4625 -3.7861 0.8749  -0.022
H: 0.9593 -4.8884 3.3556  0.042
H: 2.2280 -6.9211 0.1193  0.028
H: 2.3158 -1.0132 -4.0960  0.072
H: 2.6322 -1.2378 -2.3494  0.073
H: 0.1222 1.9506 -3.4923  0.094
H: 1.3858 5.1117 1.7292  0.078
H: 1.9513 1.7763 2.2716  0.120
H: -3.2277 2.0308 -1.3977  0.080
H: 0.5400 -7.2556 -0.3565  0.035
H: -1.1132 -1.0160 5.8889  0.070
H: -0.0318 -0.4402 -5.2414  0.080
H: 0.1929 -0.1854 3.5561  -0.002
H: 2.5567 3.8455 2.2143  0.091
H: -1.1412 2.1176 -0.6685  0.072
H: 2.9560 4.8849 -1.2648  0.096
H: 3.0567 2.3507 -1.2628  0.123
H: -1.3436 4.6020 -0.7462  0.098
H: -0.8870 4.3163 3.5098  0.086
H: -0.9283 0.6450 5.2940  0.073
H: -0.2113 1.2627 -5.7042  0.061
H: 1.7190 -3.4771 2.5927  -0.041
H: -1.4889 2.8842 2.6109  0.091
H: -2.4507 -1.9657 -1.8275  -0.232
H: -1.5250 -5.2952 -0.0367  0.032
H: 1.3935 0.5157 -5.6767  0.068
H: 1.0595 -7.5615 1.3151  0.032
H: 1.6343 4.7539 3.4666  0.086
H: -1.1057 4.4087 1.7604  0.073
H: 0.7023 6.0094 -1.0532  0.093
H: 1.1208 -1.8524 -3.0561  0.014
H: -3.8023 -1.0922 -2.7589  0.069
H: -2.0404 -0.4745 4.4643  0.078
H: -4.1638 -1.7816 -1.1211  0.076
H: -3.8295 1.0282 -2.7607  0.081
H: -1.4714 -5.3408 1.7580  0.037
H: 2.5426 -5.0317 2.5323  0.037
H: -2.2328 0.9609 0.4488  0.116

***

Molecular formula: C11H16NO
Method: DFT, the ωB97M-V functional and the def2-TZVPD basis

Calculated values
Spin multiplicity: 1
SMILES: Cc1ccc(C[C@H]2C[NH2+]CO2)cc1
Relative energy (zero: lowest compared OMol25 entry of this formula, charge and spin) (kJ/mol): 176.8
Charge: +1

Last column: Löwdin charge in e.
Geometry (Å):
O: 0.9340 -0.6058 3.0441  -0.044
N: 2.4365 -1.7447 1.6128  0.112
C: 1.6218 -1.8209 2.9102  -0.105
C: 2.3038 -0.3101 1.2369  -0.038
C: 0.8467 -0.1321 1.6802  -0.293
C: -1.8983 0.6229 0.0067  -0.032
C: -0.4756 1.0764 -2.3370  -0.038
C: -2.4989 0.4203 -3.7266  -0.034
C: -2.4727 0.4549 -1.2275  -0.036
C: -0.5779 1.0187 0.0318  -0.256
C: 0.1196 1.1802 1.3905  -0.050
C: 0.1442 1.2488 -1.1176  -0.051
C: -1.7828 0.6603 -2.4096  -0.269
H: 3.3739 -2.1508 1.6224  0.194
H: -3.3621 -0.2323 -3.5812  0.079
H: 3.0001 0.3397 1.7669  0.156
H: -2.4387 0.4506 0.9316  0.125
H: 0.2434 -0.9260 1.1935  0.158
H: 2.3123 -0.0648 0.1709  0.137
H: 0.8122 -2.5497 2.7356  0.149
H: -3.5151 0.1493 -1.2891  0.122
H: 1.9233 -2.2705 0.9010  0.183
H: 1.1829 1.5661 -1.0711  0.115
H: 0.1116 1.2851 -3.2290  0.124
H: -2.7859 1.3638 -4.1959  0.090
H: 2.1399 -2.1912 3.7950  0.154
H: -0.6843 1.2560 2.1291  0.131
H: 0.7941 2.0389 1.3982  0.133
H: -1.8082 -0.1331 -4.3728  0.083

***

Total energy list, top to bottom, in hartree: -404.65474; -382.91149; -4298.32056; -841.45297; -300.17400; -1520.32452; -3097.72712; -558.46920
Frontier orbital gap list, top to bottom, in eV: 10.14; 10.62; 11.32; 7.55; 8.77; 9.46; 6.07; 8.55